Entry 1:
The following is a quantum chemistry calculation of a structure of composition C44H34GeIrN4O4, from the OMol25 dataset.

```
88
Properties=species:S:1:pos:R:3
Ir 0.110 0.470 -1.879
C 1.620 -3.655 -2.715
C 2.795 -3.422 -3.418
C 3.214 -2.121 -3.615
C 2.467 -1.072 -3.082
N 1.315 -1.316 -2.428
C 0.905 -2.564 -2.256
C 2.907 0.327 -3.121
C 4.162 0.779 -3.521
C 4.454 2.134 -3.414
C 3.533 3.012 -2.860
C 2.290 2.510 -2.479
N 2.015 1.210 -2.660
C 1.216 3.256 -1.823
C 1.090 4.643 -1.875
C 0.051 5.257 -1.202
C -0.827 4.472 -0.461
C -0.656 3.103 -0.463
N 0.316 2.497 -1.143
H 1.269 -4.658 -2.532
H 3.378 -4.243 -3.801
H 4.113 -1.918 -4.174
H -0.018 -2.703 -1.707
H 4.905 0.101 -3.906
H 5.410 2.506 -3.750
H 3.786 4.050 -2.708
H 1.786 5.221 -2.463
H -0.068 6.328 -1.244
H -1.629 4.918 0.103
H -1.318 2.458 0.099
O 1.594 -0.145 -0.135
C 1.243 -0.753 0.869
O 0.114 -0.541 1.444
C 2.126 -1.837 1.453
C 2.121 -1.753 2.962
Ge 0.196 -1.043 3.322
C -1.488 -0.467 4.384
C -2.180 0.687 4.083
C -3.257 1.052 4.877
C -3.607 0.282 5.972
C -2.893 -0.865 6.271
C -1.833 -1.250 5.467
C 1.044 0.840 3.802
C 1.339 1.103 5.126
C 1.993 2.278 5.461
C 2.345 3.183 4.474
C 2.040 2.916 3.152
C 1.385 1.743 2.814
C -0.713 -2.902 2.980
C -1.870 -2.859 2.223
C -2.548 -4.027 1.920
C -2.077 -5.241 2.389
C -0.933 -5.280 3.165
C -0.246 -4.110 3.462
H 3.133 -1.759 1.042
H 1.684 -2.778 1.115
H 2.847 -1.021 3.303
H 2.331 -2.711 3.427
H -1.884 1.299 3.243
H -3.810 1.948 4.643
H -4.436 0.578 6.595
H -3.151 -1.467 7.128
H -1.280 -2.153 5.681
H 1.061 0.397 5.898
H 2.228 2.479 6.495
H 2.857 4.097 4.732
H 2.313 3.611 2.369
H 1.152 1.559 1.777
H -2.238 -1.906 1.868
H -3.450 -3.983 1.328
H -2.603 -6.154 2.150
H -0.571 -6.223 3.549
H 0.644 -4.159 4.075
O -2.512 2.172 -2.759
C -2.347 1.239 -3.519
N -1.392 0.264 -3.320
C -1.351 -0.604 -4.388
O -0.550 -1.509 -4.504
C -2.430 -0.207 -5.327
C -2.841 -0.754 -6.524
C -3.879 -0.122 -7.201
C -4.483 1.013 -6.683
C -4.075 1.556 -5.467
C -3.042 0.932 -4.798
H -2.366 -1.637 -6.921
H -4.211 -0.522 -8.148
H -5.281 1.491 -7.234
H -4.549 2.438 -5.065
```

**Energy**: -119677.2835 eV
**Highest occupied orbital energy (spin up / spin down)**: -8.1 / -8.8 eV
**Total charge**: +1
**LUMO (spin up / spin down)**: -0.2091 / -0.1689 hartree
**Orbital gap (spin up / spin down)**: 2.4 / 4.2 eV
**Molar mass**: 947.607 g mol⁻¹

***

Entry 2:
The following is a quantum chemistry calculation of an isolated molecule of C3H6BrP, from the OMol25 dataset.

```
11
Properties=species:S:1:pos:R:3
C 0.226 -0.502 -0.285
C -0.576 0.741 0.110
C -1.858 0.752 0.633
P 1.872 -0.089 -0.841
Br 2.786 -2.134 -0.918
H 0.348 -1.217 0.483
H -0.328 -0.852 -1.157
H 0.000 1.601 -0.195
H -2.529 -0.105 0.862
H -2.290 1.658 0.880
H 2.350 0.147 0.427
```

**Energy**: -82538.5710 eV
**Highest occupied orbital energy**: -9.5 eV
**LUMO**: 0.0188 hartree
**SMILES**: C=CCPBr
**Orbital gap**: 10.0 eV
**Molar mass**: 152.959 g mol⁻¹

***

Entry 3:
The following is a quantum chemistry calculation of a cluster of 2 separate species, C11H18N2O5S2 in total, from the OMol25 dataset.

```
38
Properties=species:S:1:pos:R:3
O 2.357 3.398 1.766
C 1.929 2.285 1.789
O 0.762 2.045 2.566
O -0.149 3.003 2.123
O 2.542 1.307 1.038
C 2.384 -0.016 1.599
C 1.037 -0.731 1.219
C 0.923 -2.223 1.736
S 1.319 -3.471 0.404
C 2.666 -2.739 -0.596
S 4.237 -2.997 -0.155
N 2.457 -1.952 -1.796
C 2.460 -0.582 -2.013
C 2.235 -0.336 -3.442
N 2.110 -1.623 -4.010
C 2.236 -2.555 -3.049
H -0.741 2.490 1.531
H 2.512 -0.031 2.711
H 3.217 -0.638 1.158
H 0.183 -0.165 1.694
H 0.827 -0.740 0.119
H 1.522 -2.426 2.667
H -0.157 -2.398 2.001
H 2.637 0.201 -1.235
H 2.207 0.639 -3.972
H 2.200 -3.661 -3.111
C -4.552 1.197 0.869
C -3.580 1.665 -0.203
C -3.813 0.937 -1.517
O -2.239 1.435 0.237
H -4.426 0.129 1.069
H -4.366 1.720 1.810
H -5.586 1.376 0.569
H -3.691 2.740 -0.354
H -3.662 -0.140 -1.397
H -3.101 1.275 -2.273
H -4.825 1.108 -1.888
H -2.129 0.486 0.374
```

**Energy**: -46581.5215 eV
**Highest occupied orbital energy**: -8.9 eV
**LUMO**: -0.0649 hartree
**SMILES**: O=C(OO)OCCCSC(=S)n1ccnc1.CC(C)O
**Orbital gap**: 7.1 eV
**Molar mass**: 322.408 g mol⁻¹

***

Entry 4:
The following is a quantum chemistry calculation of a cluster of 2 separate species, CHN3O3 in total, from the OMol25 dataset.

```
8
Properties=species:S:1:pos:R:3
C 0.504 2.502 -0.490
N 0.906 3.653 -0.538
N -0.132 1.457 -0.404
N -0.104 -1.891 0.171
O -1.042 -1.122 0.700
O -0.198 -3.031 0.442
O 0.753 -1.346 -0.482
H -0.688 -0.221 0.600
```

**Energy**: -11658.0858 eV
**Highest occupied orbital energy (spin up / spin down)**: -11.5 / -11.5 eV
**LUMO (spin up / spin down)**: -0.1423 / -0.1435 hartree
**Orbital gap (spin up / spin down)**: 7.7 / 7.6 eV
**Molar mass**: 103.037 g mol⁻¹

***

Entry 5:
The following is a quantum chemistry calculation of a structure of composition C16H51InN10O14, from the OMol25 dataset.

```
92
Properties=species:S:1:pos:R:3
In -3.786 -0.127 1.632
C -0.630 -0.422 -1.365
C -0.214 0.437 -0.083
C -0.372 1.975 -0.313
O -0.855 -0.055 1.064
H -1.592 0.019 -1.623
H -0.471 -1.493 -1.236
H 0.028 -0.106 -2.174
H 0.833 0.150 0.015
H -0.039 2.278 -1.306
H 0.215 2.577 0.381
H -1.376 2.346 -0.107
C 4.027 0.223 2.739
C 4.665 -1.040 2.043
O 3.857 -2.161 1.761
O 2.994 0.844 2.033
H 4.679 1.030 3.073
H 3.569 -0.169 3.647
H 5.470 -1.481 2.630
H 5.029 -0.756 1.055
H 4.376 -2.969 1.766
H 2.278 0.206 2.076
C 2.767 -2.559 -4.377
C 3.850 -3.434 -3.790
O 3.350 -4.247 -2.786
O 2.316 -1.783 -3.355
H 1.967 -3.208 -4.733
H 3.141 -1.838 -5.104
H 4.648 -2.789 -3.422
H 4.095 -4.113 -4.607
H 3.448 -3.818 -1.933
H 1.969 -0.978 -3.748
C -2.622 3.392 2.828
C -1.653 2.351 3.349
O -2.190 1.178 3.887
O -3.418 2.791 1.836
H -2.045 4.253 2.488
H -3.169 3.694 3.721
H -1.212 2.744 4.265
H -0.982 2.100 2.528
H -1.483 0.970 4.503
H -3.462 3.488 1.178
C -5.717 -2.903 0.498
C -4.669 -3.129 -0.672
O -3.785 -2.040 -0.813
O -6.212 -1.562 0.570
H -5.258 -3.250 1.423
H -6.608 -3.491 0.278
H -5.268 -3.199 -1.580
H -4.055 -4.029 -0.639
H -3.314 -2.180 -1.637
H -7.139 -1.600 0.814
C 1.364 -4.317 0.337
O 0.481 -5.018 -0.145
N 1.369 -3.025 0.078
N 2.279 -4.651 1.160
H 0.725 -2.696 -0.628
H 1.893 -2.390 0.663
H 2.771 -3.821 1.460
H 2.755 -5.539 1.092
C -1.465 5.507 -2.953
O -2.255 4.792 -3.516
N -0.672 6.231 -3.592
N -1.286 5.643 -1.676
H -0.316 6.968 -3.001
H -0.600 6.345 -4.593
H -1.822 5.103 -1.012
H -0.590 6.203 -1.206
C 0.831 -0.724 4.636
O 0.643 0.434 4.857
N 1.068 -1.678 5.480
N 0.517 -1.319 3.536
H 1.527 -1.319 6.305
H 0.722 -2.607 5.285
H 0.612 -2.304 3.332
H 0.097 -0.700 2.859
C -3.971 1.849 -1.923
O -3.887 1.031 -0.956
N -2.889 2.324 -2.435
N -5.024 2.093 -2.667
H -2.816 3.269 -2.782
H -2.099 1.820 -2.058
H -4.959 2.841 -3.342
H -5.965 1.865 -2.382
C 4.151 0.632 -1.451
O 4.937 0.438 -2.384
N 4.240 1.652 -0.662
N 3.040 -0.082 -1.303
H 3.883 1.669 0.282
H 5.035 2.224 -0.913
H 3.126 -0.750 -2.056
H 2.577 -0.110 -0.405
```

**Energy**: -66137.8989 eV
**Highest occupied orbital energy**: -13.7 eV
**Total charge**: +2
**LUMO**: -0.4118 hartree
**Orbital gap**: 2.5 eV
**Molar mass**: 722.458 g mol⁻¹

***

Entry 6:
The following is a quantum chemistry calculation of a cluster of 18 separate species, C72H108O36 in total, from the OMol25 dataset.

```
216
Properties=species:S:1:pos:R:3
O 3.862 -5.088 -4.847
C 3.109 -6.090 -4.825
O 2.799 -6.635 -5.995
C 1.913 -7.709 -5.874
C 1.981 -8.044 -4.366
C 2.382 -6.688 -3.659
H 2.214 -8.537 -6.516
H 0.924 -7.433 -6.239
H 2.747 -8.807 -4.228
H 1.049 -8.369 -3.904
H 2.979 -6.909 -2.775
H 1.557 -6.036 -3.370
O -0.230 -4.647 -5.139
C -0.821 -5.520 -4.498
O -1.328 -6.671 -4.995
C -2.105 -7.386 -4.009
C -2.351 -6.297 -2.941
C -1.162 -5.281 -3.043
H -1.407 -8.141 -3.647
H -2.964 -7.848 -4.495
H -2.498 -6.716 -1.946
H -3.294 -5.908 -3.326
H -0.352 -5.499 -2.347
H -1.464 -4.234 -3.015
O -3.923 4.437 -0.983
C -4.396 3.289 -1.084
O -3.982 2.517 -2.084
C -4.588 1.241 -2.061
C -5.706 1.274 -1.025
C -5.506 2.621 -0.302
H -3.897 0.464 -1.734
H -4.967 0.916 -3.029
H -5.590 0.452 -0.319
H -6.659 1.192 -1.548
H -5.218 2.425 0.730
H -6.371 3.283 -0.353
O -1.816 -4.354 3.262
C -2.180 -5.133 4.115
O -2.735 -6.296 3.797
C -3.074 -7.032 4.976
C -2.167 -6.465 6.022
C -1.977 -5.010 5.585
H -3.095 -8.115 4.855
H -4.097 -6.892 5.326
H -1.229 -7.014 5.932
H -2.394 -6.669 7.068
H -1.013 -4.633 5.925
H -2.744 -4.341 5.976
O 3.025 -3.350 -1.779
C 2.701 -2.448 -2.549
O 2.875 -1.120 -2.171
C 2.568 -0.226 -3.302
C 1.668 -1.139 -4.232
C 2.236 -2.537 -4.085
H 3.523 0.090 -3.722
H 2.021 0.666 -2.996
H 1.812 -0.767 -5.247
H 0.594 -1.049 -4.071
H 3.062 -2.770 -4.755
H 1.460 -3.303 -4.092
O -6.521 -3.118 2.188
C -5.509 -3.439 1.603
O -5.125 -4.764 1.400
C -3.984 -4.836 0.545
C -3.773 -3.355 -0.019
C -4.414 -2.480 1.114
H -4.093 -5.414 -0.373
H -3.105 -5.116 1.126
H -4.328 -3.301 -0.955
H -2.709 -3.262 -0.236
H -4.949 -1.612 0.728
H -3.714 -2.238 1.914
O -3.721 4.119 -6.980
C -4.165 4.723 -6.019
O -3.571 4.689 -4.826
C -4.200 5.586 -3.884
C -5.243 6.323 -4.693
C -5.368 5.605 -6.016
H -3.291 6.145 -3.664
H -4.713 5.055 -3.082
H -5.048 7.391 -4.795
H -6.184 6.287 -4.143
H -5.526 6.183 -6.926
H -6.205 4.921 -6.155
O -1.519 -2.316 -8.187
C -1.758 -1.601 -7.215
O -1.225 -0.344 -7.205
C -1.783 0.424 -6.110
C -2.230 -0.697 -5.105
C -2.541 -1.917 -5.953
H -2.598 1.080 -6.416
H -0.920 1.030 -5.836
H -2.972 -0.473 -4.339
H -1.340 -0.861 -4.498
H -3.625 -1.949 -6.064
H -2.217 -2.878 -5.552
O 0.638 5.135 6.340
C 0.623 3.943 6.581
O 1.536 3.400 7.361
C 1.310 2.010 7.493
C -0.207 1.848 7.120
C -0.339 2.889 6.057
H 1.563 1.485 8.414
H 2.009 1.572 6.780
H -0.880 2.104 7.938
H -0.357 0.838 6.739
H -1.304 3.393 6.002
H -0.005 2.515 5.089
O 7.170 4.163 -0.317
C 6.346 3.275 -0.446
O 5.840 2.717 0.648
C 4.930 1.704 0.387
C 4.451 2.021 -0.993
C 5.612 2.652 -1.621
H 4.157 1.859 1.140
H 5.295 0.679 0.453
H 3.582 2.678 -1.006
H 4.170 1.145 -1.576
H 5.483 3.486 -2.312
H 6.304 1.919 -2.035
O -0.308 -2.308 -1.863
C -0.682 -1.285 -1.340
O -1.177 -0.227 -2.001
C -1.332 0.873 -1.096
C -0.366 0.673 -0.028
C -0.305 -0.823 0.066
H -2.373 0.856 -0.773
H -1.169 1.852 -1.548
H -0.650 1.156 0.907
H 0.601 1.102 -0.290
H -0.956 -1.244 0.832
H 0.716 -1.167 0.229
O 4.428 -2.832 5.309
C 3.755 -1.902 4.801
O 2.786 -2.245 3.945
C 2.324 -1.071 3.325
C 2.808 0.114 4.156
C 3.875 -0.417 5.090
H 1.235 -1.123 3.334
H 2.714 -0.999 2.310
H 1.959 0.442 4.755
H 3.156 0.960 3.563
H 3.650 -0.217 6.137
H 4.889 -0.153 4.790
O -3.433 8.988 3.239
C -2.502 8.555 2.524
O -2.500 7.284 2.031
C -1.165 7.014 1.557
C -0.371 8.187 2.172
C -1.269 9.352 2.153
H -1.041 6.994 0.475
H -0.865 6.004 1.837
H 0.538 8.364 1.598
H -0.083 7.961 3.199
H -1.402 9.888 1.213
H -1.096 10.114 2.914
O 5.194 -1.216 2.213
C 6.285 -1.702 2.184
O 7.195 -1.137 2.986
C 8.461 -1.772 2.836
C 8.331 -2.667 1.615
C 6.870 -2.953 1.530
H 8.603 -2.324 3.765
H 9.346 -1.142 2.750
H 8.983 -3.535 1.711
H 8.580 -2.091 0.725
H 6.670 -3.792 2.196
H 6.537 -3.148 0.510
O -4.066 0.866 2.884
C -3.501 1.943 2.747
O -2.770 2.254 1.640
C -2.106 3.480 1.839
C -2.481 4.071 3.251
C -3.623 3.140 3.729
H -2.477 4.212 1.122
H -1.033 3.328 1.726
H -2.834 5.099 3.184
H -1.646 4.114 3.950
H -4.613 3.563 3.558
H -3.543 2.930 4.796
O -0.266 4.645 -0.365
C -0.014 4.638 -1.557
O 1.228 4.266 -2.090
C 1.289 4.402 -3.491
C -0.160 4.246 -3.907
C -0.919 4.884 -2.748
H 1.987 3.669 -3.895
H 1.759 5.380 -3.601
H -0.444 3.194 -3.899
H -0.348 4.696 -4.882
H -1.856 4.393 -2.486
H -1.146 5.932 -2.940
O 0.871 -7.368 2.240
C 0.989 -6.225 1.825
O 0.639 -5.924 0.525
C 0.911 -4.536 0.190
C 1.910 -4.092 1.254
C 1.683 -5.012 2.455
H 0.025 -3.916 0.324
H 1.221 -4.459 -0.852
H 1.769 -3.018 1.381
H 2.916 -4.174 0.843
H 1.004 -4.555 3.175
H 2.666 -5.275 2.844
O 1.378 2.545 2.364
C 2.002 3.553 2.663
O 2.530 3.694 3.884
C 3.418 4.749 4.001
C 2.836 5.694 2.946
C 2.232 4.816 1.847
H 4.436 4.452 3.751
H 3.417 5.156 5.012
H 3.568 6.438 2.633
H 2.057 6.255 3.462
H 2.849 4.605 0.974
H 1.311 5.276 1.490
```

**Energy**: -150126.1147 eV
**Highest occupied orbital energy**: -9.7 eV
**LUMO**: 0.0020 hartree
**Orbital gap**: 9.7 eV
**Molar mass**: 1549.620 g mol⁻¹

***

Entry 7:
The following is a quantum chemistry calculation of a cluster of 9 separate species, C6H27NO9 in total, from the OMol25 dataset.

```
43
Properties=species:S:1:pos:R:3
C -0.839 1.151 0.318
N 0.157 1.190 -0.580
C 0.965 2.421 -0.791
C 2.248 1.970 -1.469
C 2.370 0.549 -1.067
C 0.898 0.047 -1.165
C 0.686 -1.288 -0.488
O -1.710 0.269 0.332
H -0.929 2.014 0.984
H 0.367 3.158 -1.335
H 1.161 2.964 0.143
H 2.100 2.019 -2.557
H 3.086 2.640 -1.288
H 2.668 0.334 -0.038
H 3.046 -0.083 -1.650
H 0.733 -0.025 -2.244
H 0.528 -2.169 -1.130
H 1.541 -1.618 0.105
H -0.221 -1.385 0.097
H 2.042 0.259 2.312
H 3.085 0.729 3.337
O 2.752 0.896 2.450
H -2.023 -0.919 -1.855
H -2.170 -2.168 -2.496
O -1.985 -1.253 -2.764
H -1.548 -0.646 2.103
H -1.852 0.459 3.157
O -1.531 -0.443 3.066
H -0.447 0.486 -4.154
H -1.627 -0.362 -4.397
O -0.938 0.121 -4.892
H -2.646 -4.378 -1.340
H -2.147 -3.474 -0.227
O -2.208 -3.526 -1.189
H -3.324 -0.837 0.538
H -3.747 -1.740 -0.579
O -3.520 -1.772 0.358
H 0.950 -1.408 4.478
H 0.121 -0.895 3.284
O 1.045 -0.952 3.618
H 1.327 2.426 2.297
H 0.898 2.529 3.812
O 0.638 2.709 2.906
```

**Energy**: -26578.2137 eV
**Highest occupied orbital energy**: -9.9 eV
**LUMO**: 0.0122 hartree
**SMILES**: C[C@@H]1CCCN1C=O.O.O.O.O.O.O.O.O
**Orbital gap**: 10.2 eV
**Molar mass**: 257.280 g mol⁻¹